4 unconnected molecules or ions with the total composition C8H24O4, computed with wB97M-V/def2-TZVPD.

The geometry in XYZ format:
```
36
C8H24O4, DFT wB97M-V/def2-TZVPD
C -0.15 0.78 -0.93
C -0.25 2.06 -0.12
O -1.60 2.49 -0.25
H 0.74 0.15 -0.86
H -0.27 0.97 -2.00
H -0.97 0.13 -0.61
H 0.40 2.80 -0.59
H 0.04 1.94 0.93
H -1.65 3.43 -0.04
C 0.80 -1.08 -4.46
C 1.48 0.28 -4.43
O 0.67 1.23 -5.13
H 0.71 -1.46 -5.48
H -0.26 -1.02 -4.19
H 1.35 -1.73 -3.79
H 2.46 0.18 -4.91
H 1.58 0.58 -3.39
H 1.22 2.00 -5.31
C -1.71 0.25 3.46
C -2.26 1.61 3.81
O -3.09 1.48 4.98
H -1.10 -0.20 4.26
H -1.15 0.19 2.53
H -2.54 -0.46 3.34
H -2.85 2.01 2.98
H -1.44 2.29 4.07
H -3.62 2.28 5.02
C 1.97 -2.94 0.52
C 0.92 -2.30 1.40
O 1.06 -2.72 2.76
H 2.96 -2.72 0.92
H 1.95 -2.49 -0.47
H 1.83 -4.02 0.43
H -0.10 -2.51 1.11
H 1.04 -1.21 1.34
H 1.83 -2.26 3.11
```

Values from the calculation:
- LUMO energy (eV) = 0.62
- structure (SMILES) = CCO.CCO.CCO.CCO
- maximum force (eV/A) = 1.10
- spin multiplicity = 1
- gap between HOMO and LUMO (Ha) = 0.398
- calculated total energy (hartree) = -620.0978
- ΔE to the lowest compared entry with this formula, charge and spin (kJ/mol) = 95.5